36
Properties=species:S:1:pos:R:3:forces:R:3:lowdin_charge:R:1 method="wB97M-V/def2-TZVPD" mol_weight_g_mol=567.90 relative_energy_kcal_mol=26.3 total_charge=+1
Be 0.379 -1.881 1.642 -0.3 3.7 -2.5 1.0121
B 0.158 0.171 0.385 0.6 -2.8 2.3 -0.4303
H 0.394 0.457 1.460 0.5 0.9 2.5 -0.0581
H -0.804 -0.437 0.356 -2.5 -1.5 0.0 -0.0692
H 0.036 1.085 -0.260 -0.3 1.6 -1.2 0.0084
H 1.001 -0.488 -0.002 2.1 -1.5 -1.0 -0.0432
C 0.123 2.045 -2.803 0.2 0.4 -0.7 -1.5235
Cl -0.830 3.383 -2.177 0.2 -0.2 -0.1 0.5372
Cl 0.955 2.510 -4.329 -0.4 -0.3 0.6 0.5236
Cl -0.906 0.598 -3.051 0.4 0.4 0.1 0.5268
H 0.922 1.852 -2.093 -0.2 -0.3 -0.1 -0.0488
C -3.436 1.208 -0.305 0.8 0.8 -1.2 -1.0872
Cl -4.604 0.793 0.883 -0.5 -0.7 0.7 0.5571
Cl -3.916 2.747 -1.076 0.1 0.0 0.1 0.4864
H -2.451 1.307 0.146 -0.2 0.3 0.1 -0.0013
H -3.336 0.521 -1.143 -0.4 -0.4 0.4 -0.0092
C 2.641 -3.559 -2.066 -1.1 0.3 -1.5 -0.8875
Cl 2.118 -3.059 -0.440 0.1 0.0 1.0 0.4950
Cl 1.527 -2.871 -3.330 0.9 -0.3 0.9 0.5068
H 3.641 -3.152 -2.182 -0.1 -0.1 -0.1 0.0423
H 2.565 -4.636 -2.174 0.2 0.1 0.3 0.0380
C 2.187 3.298 0.505 0.8 0.1 -0.3 -0.9788
Cl 3.718 3.269 1.396 -0.1 0.0 0.6 0.5016
Cl 2.619 3.762 -1.165 -0.6 -0.2 0.1 0.5242
H 1.792 2.287 0.555 -0.1 0.2 -0.3 -0.0183
H 1.514 4.043 0.920 0.1 -0.1 0.0 0.0408
C 1.208 0.100 5.907 0.7 -0.4 0.6 -0.9760
Cl 0.780 -0.156 4.178 -0.2 0.2 -0.5 0.5089
Cl 0.013 -0.540 7.007 0.1 0.1 -0.2 0.5767
H 2.174 -0.374 6.069 -0.2 -0.3 -0.1 0.0369
H 1.374 1.161 6.084 -0.5 0.1 -0.4 0.0482
C -2.663 -3.172 -1.894 -1.4 -0.5 -1.1 -1.0120
Cl -4.256 -2.535 -1.482 -0.1 -0.1 -0.1 0.5598
Cl -1.542 -2.743 -0.653 1.2 0.3 0.6 0.5321
H -2.715 -4.252 -2.015 0.0 0.1 0.3 0.0426
H -2.381 -2.740 -2.852 0.3 0.2 0.3 0.0379